Molecular formula: C23H26NO
Method: DFT, ωB97M-V with the def2-TZVPD basis set

```
! wB97M-V def2-TZVPD RIJCOSX def2/J DEFGRID3
* xyz 1 1
C 3.430 -5.167 -1.291
C 2.493 -4.018 -1.090
C 1.107 -4.228 -1.085
C 0.228 -3.180 -0.882
C 0.696 -1.843 -0.669
C -0.266 -0.839 -0.377
C -0.070 0.506 0.039
C 1.170 1.090 0.424
C 1.287 2.452 0.648
C 0.138 3.248 0.627
O 0.224 4.622 0.842
C 0.584 5.444 -0.238
C -0.428 6.219 -0.807
C -0.135 6.964 -1.949
C 1.166 6.965 -2.465
C 2.180 6.227 -1.843
C 1.896 5.458 -0.709
C -1.127 2.687 0.419
C -1.220 1.353 0.091
C 2.102 -1.637 -0.806
C 2.969 -2.711 -0.931
H 4.468 -4.835 -1.184
H 3.241 -5.967 -0.564
H 3.314 -5.610 -2.290
H 0.739 -5.242 -1.245
H -0.849 -3.358 -0.888
H -1.306 -1.128 -0.549
H 2.054 0.476 0.557
H 2.250 2.914 0.856
H -1.418 6.189 -0.359
H -0.933 7.542 -2.419
H 1.391 7.552 -3.358
H 3.200 6.240 -2.229
H 2.654 4.873 -0.190
H -1.999 3.334 0.494
H -2.197 0.929 -0.147
H 2.509 -0.631 -0.841
H 4.046 -2.543 -0.920
C -4.400 -3.162 1.789
C -2.884 -3.021 1.797
C -2.241 -4.089 2.666
N -2.509 -1.696 2.291
H -4.683 -4.151 1.411
H -4.801 -3.052 2.805
H -4.868 -2.404 1.151
H -2.510 -3.150 0.760
H -2.508 -5.086 2.295
H -1.148 -4.001 2.658
H -2.589 -3.998 3.703
H -1.499 -1.572 2.266
H -2.947 -0.964 1.736
*
```

The calculation puts the gap between HOMO and LUMO at 5.95 eV. The energy relative to the best compared isomer or geometry (same formula, charge and spin) is 161.4 kJ/mol. The calculation puts the LUMO energy at -0.20959 Eh.